Density functional theory data (ωB97M-V/def2-TZVPD) for C14H22FNO in the gas phase.

Structure (XYZ):
```
39
Properties=species:S:1:pos:R:3:forces:R:3
C 3.19674 1.40860 -3.89482 -0.135 -0.143 0.262
H 4.21773 1.26703 -3.55064 0.182 -0.047 -0.004
H 2.94164 2.46196 -3.82241 -0.027 0.111 0.004
H 3.13914 1.11458 -4.94019 0.005 -0.034 -0.164
C 2.21638 0.57811 -3.05168 0.370 0.039 -0.047
N 0.88915 0.89258 -3.57874 -0.005 0.077 -0.231
H 0.78518 0.46444 -4.49209 -0.004 0.070 0.014
C -0.30870 0.69431 -2.79595 -0.122 -0.351 -0.001
H -1.11720 1.18509 -3.35134 -0.029 0.018 0.157
C -0.72574 -0.76110 -2.52310 -0.129 0.259 0.045
H -0.02236 -1.22941 -1.83522 0.067 -0.073 -0.084
C -2.12467 -0.87591 -1.91811 0.315 0.004 0.357
C -2.20354 -0.29125 -0.50936 -0.319 0.070 -0.290
H -1.98758 0.78429 -0.53108 -0.025 -0.056 0.082
O -1.25498 -0.96323 0.29636 0.101 -0.150 -0.146
C -1.07370 -0.56253 1.57931 0.122 0.054 0.350
C -0.07306 -1.23479 2.28696 -0.193 0.091 -0.205
C 0.19988 -0.91362 3.59896 -0.096 0.160 0.137
C -0.53432 0.09020 4.20749 -0.117 0.066 -0.107
C -1.52727 0.76909 3.53175 0.260 -0.108 0.322
C -1.79881 0.44220 2.21333 -0.021 -0.152 -0.368
H -2.57949 0.97597 1.69581 -0.060 0.028 -0.076
H -2.08367 1.54554 4.03245 -0.037 0.070 0.072
F -0.27223 0.41169 5.49503 -0.001 -0.023 -0.054
H 0.96983 -1.42768 4.15171 0.077 -0.044 0.071
H 0.47825 -2.01162 1.78178 0.072 -0.096 -0.061
H -3.21455 -0.43667 -0.10329 0.124 0.076 0.014
H -2.85283 -0.35885 -2.54593 -0.083 -0.009 -0.003
H -2.40180 -1.93048 -1.86684 -0.119 0.012 -0.021
H -0.70356 -1.31587 -3.46470 0.078 -0.028 -0.007
H -0.18592 1.22891 -1.85384 -0.110 0.063 0.006
C 2.33907 1.00258 -1.58796 -0.104 -0.060 -0.314
H 2.03371 2.03926 -1.47124 -0.035 0.140 0.064
H 3.37422 0.91054 -1.26911 0.097 -0.023 0.040
H 1.72986 0.37726 -0.93996 -0.091 -0.058 0.138
C 2.59353 -0.90750 -3.19144 -0.099 0.249 0.091
H 3.63646 -1.05372 -2.92029 0.145 -0.069 0.023
H 1.98477 -1.53567 -2.54754 -0.061 -0.087 0.051
H 2.45973 -1.23639 -4.22087 0.007 -0.046 -0.116
```
Forces are in eV/Å.

Summary:
SMILES = CC(C)(C)NCCCCOc1ccc(F)cc1
energy relative to the best compared isomer or geometry (same formula, charge and spin) = 7.34 kJ/mol
charge = 0
electronic energy = -21129.908 eV
HOMO level = -8.462 eV
M = 239.3 g/mol

Results of the Mulliken charge analysis, in e, for atoms 1 through 6: C -1.79; H 0.41; H 0.41; H 0.40; C 1.65; N -0.30